Entry 1:
A cluster of 3 separate species, C27H50ClN2O4P2 in total. Source: OMol25; level of theory: ωB97M-V/def2-TZVPD.

Positions of all 86 atoms, in Å:
C (-0.71, -6.02, 3.59)
C (-0.75, -4.38, 3.94)
C (0.79, -3.86, 3.85)
C (0.97, -2.21, 4.05)
N (-0.25, -1.42, 4.16)
P (-0.76, -0.41, 2.80)
Cl (-0.13, -1.78, 1.31)
C (0.89, 0.61, 2.77)
N (0.63, 2.13, 2.74)
C (-2.52, -1.23, 2.99)
C (-3.62, -0.27, 3.73)
O (-4.38, 0.63, 2.86)
C (-5.72, 0.13, 2.52)
C (-5.98, 0.57, 0.93)
C (-1.50, 0.64, 1.42)
C (-0.66, 0.88, 0.06)
P (-1.35, -0.03, -1.51)
O (-0.42, -1.29, -1.91)
O (-2.99, -0.58, -1.37)
C (-3.07, -2.07, -1.37)
C (-4.56, -2.64, -0.95)
O (-1.30, 1.02, -2.93)
C (0.08, 1.54, -3.05)
C (0.59, 1.40, -4.60)
H (0.10, -6.49, 4.30)
H (-0.24, -6.07, 2.49)
H (-1.77, -6.51, 3.65)
H (-1.29, -4.16, 4.96)
H (-1.33, -3.91, 3.02)
H (1.22, -4.11, 2.77)
H (1.49, -4.43, 4.61)
H (1.51, -2.15, 5.12)
H (1.81, -1.91, 3.30)
H (-0.44, -1.01, 5.10)
H (-1.24, 0.60, 3.76)
H (1.59, 0.26, 1.90)
H (1.53, 0.47, 3.77)
H (0.98, 2.54, 3.66)
H (1.13, 2.58, 1.94)
H (-2.88, -1.74, 1.99)
H (-2.38, -2.15, 3.75)
H (-4.43, -1.01, 4.21)
H (-3.21, 0.36, 4.63)
H (-5.84, -1.03, 2.55)
H (-6.51, 0.73, 3.14)
H (-7.12, 0.79, 0.71)
H (-5.56, -0.26, 0.17)
H (-5.32, 1.54, 0.71)
H (-1.80, 1.71, 1.85)
H (-2.56, 0.19, 1.07)
H (-0.77, 2.03, -0.22)
H (0.48, 0.67, 0.06)
H (-2.32, -2.47, -0.56)
H (-2.79, -2.52, -2.43)
H (-4.85, -2.40, 0.17)
H (-4.60, -3.83, -1.05)
H (-5.42, -2.20, -1.64)
H (0.03, 2.68, -2.75)
H (0.83, 1.00, -2.32)
H (1.53, 2.10, -4.72)
H (0.92, 0.29, -4.87)
H (-0.18, 1.74, -5.41)
C (4.78, 2.93, 1.19)
C (4.12, 2.12, 2.12)
C (4.77, 1.02, 2.66)
C (6.08, 0.73, 2.28)
C (6.74, 1.54, 1.36)
C (6.08, 2.64, 0.81)
H (4.27, 3.79, 0.76)
H (3.10, 2.35, 2.42)
H (4.26, 0.38, 3.38)
H (6.60, -0.13, 2.71)
H (7.76, 1.31, 1.07)
H (6.59, 3.27, 0.08)
C (3.17, 3.93, -7.61)
C (3.98, 3.12, -8.41)
C (3.42, 2.08, -9.15)
C (2.04, 1.86, -9.10)
C (1.23, 2.67, -8.30)
C (1.79, 3.70, -7.55)
H (3.61, 4.73, -7.03)
H (5.05, 3.30, -8.45)
H (4.05, 1.45, -9.77)
H (1.60, 1.05, -9.68)
H (0.16, 2.49, -8.26)
H (1.16, 4.33, -6.93)

Calculated values
- LUMO (eV) = 2.4
- HOMO level (eV) = -4.5
- net charge = -1
- energy relative to the best compared isomer or geometry (same formula, charge and spin) (kcal per mole) = 184.5


Entry 2:
A structure of composition C27H50CrP2. Source: OMol25; level of theory: ωB97M-V/def2-TZVPD.

Positions of all 80 atoms, in Å:
Cr (-0.56, 0.08, 1.68)
C (1.51, -0.26, 2.13)
C (0.79, 0.15, 3.30)
C (-0.18, -1.82, 2.51)
C (0.91, -1.46, 1.63)
C (-0.24, -0.83, 3.56)
C (2.82, 0.30, 1.71)
H (2.80, 1.39, 1.73)
H (3.11, -0.02, 0.71)
H (3.60, -0.06, 2.40)
C (1.44, -2.36, 0.57)
H (2.09, -1.81, -0.11)
H (0.64, -2.82, -0.02)
H (2.05, -3.17, 1.00)
C (-0.87, -3.14, 2.49)
H (-0.24, -3.97, 2.85)
H (-1.16, -3.41, 1.47)
H (-1.75, -3.12, 3.15)
C (-1.13, -0.86, 4.76)
H (-0.61, -1.32, 5.60)
H (-2.04, -1.44, 4.58)
H (-1.40, 0.15, 5.09)
C (1.15, 1.30, 4.19)
H (2.02, 1.04, 4.82)
H (0.32, 1.57, 4.85)
H (1.42, 2.19, 3.58)
C (3.15, 1.28, -3.65)
C (3.84, 2.35, -3.25)
C (3.34, 3.64, -2.69)
C (1.83, 3.89, -2.91)
C (1.15, 3.41, -1.71)
C (0.73, 2.07, -1.42)
C (0.95, 0.80, -2.28)
C (1.67, 0.95, -3.62)
H (3.92, 4.46, -3.15)
H (1.39, 3.46, -3.81)
H (3.55, 3.64, -1.61)
H (1.08, 1.56, -4.32)
H (3.69, 0.50, -4.20)
H (4.94, 2.34, -3.31)
H (1.62, -0.08, -4.02)
H (1.43, 0.09, -1.58)
H (1.00, 1.79, -0.37)
H (0.01, 0.25, -2.51)
H (1.66, 4.98, -2.98)
H (1.18, 4.09, -0.86)
P (-1.08, 2.54, -1.22)
C (-1.46, 2.53, -3.02)
C (-1.48, 4.28, -0.82)
P (-2.32, 0.94, 1.15)
C (-2.35, 1.41, -0.62)
C (-2.23, 2.56, 1.95)
C (-3.80, -0.05, 1.58)
H (-1.57, 1.49, -3.38)
H (-0.70, 3.05, -3.62)
H (-2.39, 3.10, -3.11)
H (-2.14, 4.63, -1.63)
H (-0.59, 4.93, -0.82)
H (-1.98, 4.36, 0.14)
H (-4.46, -0.30, 0.73)
H (-4.39, 0.50, 2.34)
H (-3.39, -0.99, 2.00)
H (-2.27, 0.49, -1.22)
H (-3.30, 1.92, -0.85)
H (-1.95, 2.45, 3.00)
H (-3.17, 3.11, 1.88)
H (-1.44, 3.15, 1.47)
C (0.48, -5.49, -1.50)
C (-1.00, -5.20, -1.21)
C (-1.54, -6.04, -0.04)
C (-1.19, -3.76, -0.95)
H (1.12, -5.16, -0.67)
H (0.65, -6.57, -1.65)
H (0.80, -4.96, -2.41)
H (-1.58, -5.46, -2.11)
H (-1.05, -5.75, 0.90)
H (-2.62, -5.87, 0.08)
H (-1.36, -7.11, -0.21)
H (-2.13, -3.45, -0.49)
H (-0.72, -3.07, -1.65)

Calculated values
- LUMO (alpha / beta) (eV) = -2.8 / -3.6
- HOMO level (alpha / beta) (eV) = -9.2 / -8.7
- net charge = +1
- 2S+1 = 4
- <S²> = 3.96


Entry 3:
A cluster of 7 separate species, C27H50N2O19 in total. Source: OMol25; level of theory: ωB97M-V/def2-TZVPD.

Positions of all 98 atoms, in Å:
C (-7.60, 0.74, 3.29)
O (-7.35, 1.09, 1.94)
C (-6.80, 0.02, 1.20)
C (-5.29, -0.02, 1.31)
N (-4.69, 1.21, 0.82)
C (-3.25, 1.18, 0.94)
C (-2.64, 2.45, 0.41)
O (-3.04, 3.52, 1.26)
C (-2.72, 4.77, 0.70)
H (-7.77, 1.64, 3.87)
H (-6.72, 0.23, 3.71)
H (-8.42, 0.02, 3.36)
H (-7.05, 0.13, 0.15)
H (-7.24, -0.94, 1.51)
H (-4.92, -0.89, 0.77)
H (-4.93, -0.20, 2.34)
H (-5.07, 1.99, 1.35)
H (-2.87, 0.36, 0.32)
H (-2.95, 1.04, 2.00)
H (-3.03, 2.60, -0.61)
H (-1.55, 2.45, 0.44)
H (-1.67, 4.83, 0.40)
H (-2.92, 5.57, 1.42)
H (-3.33, 4.95, -0.20)
C (2.88, 0.73, -3.71)
O (3.36, 0.13, -2.50)
C (3.25, -1.28, -2.49)
C (4.14, -1.80, -1.39)
N (3.51, -1.60, -0.09)
C (4.33, -1.95, 1.05)
C (3.57, -1.64, 2.33)
O (3.56, -0.25, 2.56)
C (2.86, 0.11, 3.73)
H (2.70, 1.78, -3.49)
H (1.96, 0.22, -4.00)
H (3.67, 0.70, -4.47)
H (3.57, -1.69, -3.45)
H (2.21, -1.59, -2.35)
H (5.11, -1.28, -1.47)
H (4.35, -2.87, -1.51)
H (3.22, -0.63, -0.02)
H (5.28, -1.39, 1.12)
H (4.47, -3.03, 1.08)
H (4.02, -2.16, 3.19)
H (2.54, -2.05, 2.30)
H (1.81, -0.22, 3.67)
H (2.82, 1.20, 3.76)
H (3.31, -0.32, 4.62)
O (0.61, 4.72, -0.66)
C (0.86, 4.51, 0.49)
O (0.70, 3.31, 1.11)
C (1.43, 3.32, 2.34)
C (1.66, 4.82, 2.60)
O (1.44, 5.39, 1.31)
H (0.82, 2.94, 3.16)
H (2.32, 2.72, 2.19)
H (2.68, 5.03, 2.90)
H (0.95, 5.24, 3.31)
O (-1.65, -1.93, -1.89)
C (-0.97, -1.16, -1.29)
O (-0.90, -1.11, 0.06)
C (0.21, -0.28, 0.42)
C (0.42, 0.58, -0.81)
O (-0.20, -0.20, -1.84)
H (-0.01, 0.23, 1.36)
H (1.06, -0.95, 0.62)
H (1.48, 0.71, -0.98)
H (-0.10, 1.54, -0.78)
O (2.05, -1.80, -5.74)
C (1.15, -2.53, -5.46)
O (0.55, -3.39, -6.32)
C (-0.45, -4.13, -5.63)
C (-0.65, -3.31, -4.35)
O (0.57, -2.60, -4.24)
H (-1.36, -4.19, -6.23)
H (-0.11, -5.14, -5.40)
H (-0.80, -3.90, -3.45)
H (-1.52, -2.65, -4.41)
O (5.43, 3.22, 3.18)
C (5.38, 2.73, 2.09)
O (6.18, 1.76, 1.62)
C (5.90, 1.59, 0.23)
C (4.46, 2.05, 0.13)
O (4.47, 3.08, 1.15)
H (6.55, 2.28, -0.32)
H (6.10, 0.59, -0.13)
H (3.73, 1.33, 0.48)
H (4.24, 2.52, -0.82)
O (-3.26, -2.74, 1.95)
C (-3.24, -3.49, 1.03)
O (-3.96, -3.30, -0.11)
C (-3.74, -4.37, -1.01)
C (-2.99, -5.40, -0.16)
O (-2.52, -4.62, 0.94)
H (-4.67, -4.79, -1.38)
H (-3.21, -4.06, -1.91)
H (-2.14, -5.80, -0.71)
H (-3.62, -6.20, 0.21)

Calculated values
- LUMO (eV) = 0.3
- structure (SMILES) = COCCNCCOC.COCCNCCOC.O=C1OCCO1.O=C1OCCO1.O=C1OCCO1.O=C1OCCO1.O=C1OCCO1
- HOMO level (eV) = -8.3


Entry 4:
A cluster of 3 separate species, C27H50N4O4 in total. Source: OMol25; level of theory: ωB97M-V/def2-TZVPD.

Positions of all 85 atoms, in Å:
O (-2.61, -3.33, -0.90)
C (-3.43, -4.20, -0.93)
O (-4.71, -3.98, -1.35)
N (-3.20, -5.48, -0.54)
C (-1.86, -6.00, -0.82)
C (-1.46, -5.92, -2.28)
C (-2.00, -7.07, -3.13)
C (-1.39, -7.11, -4.55)
N (-1.14, -5.79, -5.09)
C (-2.07, -5.06, -5.78)
C (-1.52, -3.84, -6.10)
C (-0.20, -3.82, -5.60)
C (0.00, -5.04, -4.99)
H (-4.68, -3.56, -2.21)
H (-3.96, -6.10, -0.79)
H (-1.86, -7.04, -0.51)
H (-1.14, -5.49, -0.19)
H (-0.37, -5.97, -2.32)
H (-1.72, -4.98, -2.75)
H (-3.08, -6.98, -3.21)
H (-1.75, -8.01, -2.64)
H (-2.13, -7.57, -5.20)
H (-0.48, -7.69, -4.54)
H (-3.07, -5.37, -6.03)
H (-2.05, -3.07, -6.63)
H (0.50, -3.01, -5.67)
H (0.89, -5.39, -4.50)
C (-3.09, 0.34, -1.03)
C (-1.64, 0.30, -1.54)
C (-0.71, -0.12, -0.41)
C (-0.53, 0.96, 0.66)
C (-0.08, 2.28, 0.03)
C (-0.96, 2.74, -1.13)
N (-1.22, 1.63, -2.09)
O (-0.22, 1.49, -2.90)
C (-2.28, 3.32, -0.60)
C (-0.27, 3.89, -1.85)
C (-1.62, -0.75, -2.63)
H (-3.46, -0.67, -0.92)
H (-3.21, 0.82, -0.06)
H (-3.74, 0.86, -1.74)
H (0.28, -0.37, -0.82)
H (-1.09, -1.04, 0.04)
H (-1.46, 1.10, 1.22)
H (0.21, 0.63, 1.39)
H (-0.06, 3.06, 0.80)
H (0.95, 2.16, -0.32)
H (-2.99, 3.49, -1.42)
H (-2.10, 4.27, -0.11)
H (-2.77, 2.69, 0.14)
H (0.74, 3.63, -2.17)
H (-0.19, 4.74, -1.17)
H (-0.84, 4.21, -2.72)
H (-2.28, -0.47, -3.46)
H (-1.98, -1.69, -2.21)
H (-0.62, -0.92, -3.04)
C (2.74, 2.45, 5.89)
C (2.25, 2.58, 4.44)
C (3.25, 1.91, 3.49)
C (4.55, 2.70, 3.35)
C (4.27, 4.14, 2.94)
C (3.25, 4.86, 3.83)
N (2.04, 4.01, 4.06)
O (1.24, 4.09, 3.05)
C (3.90, 5.25, 5.17)
C (2.85, 6.17, 3.16)
C (0.92, 1.84, 4.38)
H (2.59, 1.43, 6.24)
H (3.80, 2.67, 6.02)
H (2.17, 3.12, 6.55)
H (2.79, 1.81, 2.50)
H (3.45, 0.90, 3.85)
H (5.12, 2.67, 4.29)
H (5.18, 2.22, 2.60)
H (5.20, 4.71, 2.94)
H (3.91, 4.14, 1.91)
H (3.15, 5.60, 5.88)
H (4.61, 6.06, 5.02)
H (4.46, 4.44, 5.64)
H (2.48, 6.02, 2.15)
H (3.71, 6.82, 3.10)
H (2.07, 6.68, 3.74)
H (0.19, 2.31, 5.05)
H (1.07, 0.81, 4.71)
H (0.50, 1.81, 3.38)

Calculated values
- LUMO (alpha / beta) (eV) = 0.5 / 0.4
- HOMO level (alpha / beta) (eV) = -7.9 / -8.3
- 2S+1 = 3
- <S²> = 2.01


Entry 5:
A structure of composition C27H50NdOP2. Source: OMol25; level of theory: ωB97M-V/def2-TZVPD.

Positions of all 81 atoms, in Å:
Nd (2.62, -1.24, 1.48)
C (2.03, -1.22, 4.36)
C (0.81, -1.77, 3.92)
C (2.53, -3.08, 3.07)
C (3.11, -1.99, 3.82)
C (1.10, -2.87, 3.07)
C (2.16, -0.03, 5.24)
H (1.19, 0.42, 5.45)
H (2.75, 0.74, 4.75)
H (2.64, -0.23, 6.22)
C (4.53, -1.57, 3.70)
H (4.75, -0.78, 4.43)
H (4.81, -1.12, 2.71)
H (5.22, -2.40, 3.87)
C (3.35, -3.82, 2.04)
H (4.20, -4.32, 2.53)
H (3.86, -3.17, 1.24)
H (2.74, -4.54, 1.49)
C (0.05, -3.60, 2.28)
H (-0.29, -4.54, 2.76)
H (0.38, -3.84, 1.26)
H (-0.85, -2.97, 2.16)
C (-0.55, -1.21, 4.22)
H (-1.13, -1.79, 4.96)
H (-1.19, -1.13, 3.32)
H (-0.49, -0.19, 4.62)
C (-0.22, 2.45, 0.72)
C (-0.62, 2.40, 1.99)
C (-1.89, 1.86, 2.53)
C (-2.80, 1.12, 1.50)
C (-2.21, -0.14, 0.95)
C (-1.35, -0.36, -0.07)
C (-0.70, 0.63, -1.00)
C (-0.95, 2.08, -0.55)
H (-2.48, 2.67, 2.98)
H (-3.15, 1.83, 0.74)
H (-1.65, 1.15, 3.34)
H (-2.03, 2.27, -0.47)
H (0.82, 2.75, 0.53)
H (0.06, 2.80, 2.75)
H (-0.56, 2.75, -1.35)
H (0.40, 0.44, -1.06)
H (-1.05, -1.41, -0.26)
H (-1.07, 0.51, -2.04)
H (-3.70, 0.81, 2.06)
H (-2.50, -1.03, 1.52)
P (-2.11, 0.94, -4.10)
P (-2.58, -1.60, -5.67)
C (-3.13, 1.16, -5.67)
C (-2.89, -0.01, -6.63)
H (-2.84, 2.11, -6.15)
H (-4.19, 1.22, -5.39)
H (-3.76, -0.16, -7.30)
H (-1.99, 0.17, -7.23)
C (-2.26, -2.61, -7.18)
H (-2.19, -3.66, -6.90)
H (-1.31, -2.31, -7.62)
H (-3.05, -2.48, -7.93)
C (-4.36, -2.03, -5.47)
H (-4.91, -1.87, -6.39)
H (-4.80, -1.42, -4.67)
H (-4.43, -3.08, -5.17)
C (-0.90, 2.29, -4.48)
H (-0.27, 2.48, -3.60)
H (-1.43, 3.20, -4.78)
H (-0.26, 1.94, -5.30)
C (-3.33, 1.79, -3.02)
H (-4.25, 1.18, -3.00)
H (-3.57, 2.79, -3.41)
H (-2.95, 1.86, -2.00)
C (3.90, 2.38, 3.56)
C (3.58, 2.06, 2.12)
C (4.71, 2.35, 1.17)
O (3.21, 0.68, 1.99)
H (4.49, 1.57, 4.01)
H (2.99, 2.56, 4.14)
H (4.51, 3.30, 3.63)
H (2.67, 2.61, 1.82)
H (5.52, 1.62, 1.30)
H (4.37, 2.31, 0.13)
H (5.12, 3.35, 1.36)

Calculated values
- LUMO (alpha / beta) (eV) = -3.9 / -3.8
- HOMO level (alpha / beta) (eV) = -9.4 / -9.4
- net charge = +1
- 2S+1 = 4
- <S²> = 3.76